Entry 1:
Computed, not measured: C20H38AsN5O3RuS6Si as an isolated structure, with ωB97M-V/def2-TZVPD.

Geometry as XYZ:
```
75
Properties=species:S:1:pos:R:3
Ru -0.337 0.091 -1.863
C -1.118 -1.745 2.801
C -0.601 -1.985 1.381
C -1.696 -2.638 -0.915
C 0.711 -2.758 1.462
O -0.402 -0.741 0.709
Si 0.295 0.677 1.234
S 0.563 1.852 -0.458
O -0.612 1.404 2.406
C -1.814 2.179 2.359
C -1.454 3.637 2.103
C -2.445 2.032 3.739
C -2.770 1.661 1.291
O 1.684 0.263 1.996
C 2.563 0.990 2.859
C 2.004 0.950 4.278
C 3.899 0.266 2.795
C 2.718 2.432 2.386
H -1.346 -2.705 3.270
H -2.023 -1.138 2.782
H -0.372 -1.229 3.408
H -2.526 -3.243 -1.300
H -0.121 -2.534 -2.287
H -1.891 -1.608 -1.210
H 0.531 -3.783 1.782
H 1.376 -2.271 2.175
H 1.204 -2.770 0.491
H -0.773 3.992 2.879
H -2.353 4.258 2.110
H -0.963 3.735 1.134
H -1.739 2.358 4.506
H -2.696 0.987 3.928
H -3.353 2.634 3.812
H -2.324 1.740 0.297
H -3.692 2.245 1.303
H -3.017 0.612 1.472
H 1.936 -0.085 4.623
H 1.004 1.385 4.293
H 2.650 1.507 4.960
H 3.772 -0.777 3.089
H 4.623 0.738 3.463
H 4.287 0.290 1.775
H 1.768 2.966 2.467
H 3.025 2.453 1.340
H 3.467 2.948 2.992
S 0.095 -2.284 -7.055
As -1.778 -1.608 -6.267
S -2.466 -0.039 -3.113
S -1.033 -1.277 -3.970
S -1.466 0.339 -7.117
N 0.112 -6.631 -0.634
C -0.450 -5.313 -0.540
C -0.046 -4.369 -1.415
N -0.459 -3.063 -1.500
C -1.727 -2.737 0.622
C -1.852 -4.176 1.044
N -1.338 -5.221 0.534
H 0.180 -6.962 -1.585
H -0.456 -7.267 -0.093
H 0.704 -4.650 -2.146
H -2.657 -2.247 0.934
H -2.542 -4.368 1.869
C 3.011 3.466 -4.452
N 1.588 3.238 -4.596
C 0.650 4.140 -5.081
C -0.550 3.533 -5.006
N -0.333 2.282 -4.474
C 0.973 2.091 -4.214
S 1.736 0.728 -3.575
H 3.251 4.440 -4.873
H 3.568 2.690 -4.974
H 3.290 3.433 -3.399
H 0.927 5.116 -5.434
H -1.532 3.876 -5.274
H -1.043 1.569 -4.333
```

The value obtained for the frontier orbital gap (alpha / beta) is 6.48 / 5.77 eV. Its expectation value of S² is 8.7820. Its spin multiplicity is 6. For the max |F|, the calculation gives 0.91 eV Å⁻¹. As for the total charge: -1.

=====

Entry 2:
Computed, not measured: a 3-piece molecular cluster, C20H38BNO8P2 overall, with ωB97M-V/def2-TZVPD.

Geometry as XYZ:
```
70
Properties=species:S:1:pos:R:3
C 3.193 0.380 4.769
P 2.534 1.086 3.182
O 1.145 0.159 2.975
P 4.105 0.351 1.627
C 5.370 1.109 2.752
C 3.397 -1.391 1.795
C 2.373 -1.699 0.691
C 1.471 -2.799 1.189
N 0.100 -2.495 1.310
O 1.919 -3.867 1.514
C 3.488 1.511 0.331
B 2.432 2.620 0.757
O 1.070 2.447 0.588
O 2.867 3.829 1.211
C 5.467 -0.394 0.459
C 6.618 -0.964 1.010
C 7.618 -1.530 0.222
C 7.503 -1.553 -1.163
C 6.354 -1.023 -1.732
C 5.363 -0.456 -0.930
H 2.365 0.243 5.460
H 3.711 -0.565 4.609
H 3.879 1.087 5.219
H 0.887 -0.204 3.827
H 6.168 1.466 2.111
H 4.931 1.990 3.214
H 5.729 0.401 3.484
H 3.020 -1.610 2.787
H 4.228 -2.070 1.626
H 1.734 -0.838 0.510
H 2.872 -2.007 -0.220
H -0.289 -3.161 1.967
H -0.338 -2.657 0.406
H 2.993 0.869 -0.398
H 4.320 1.985 -0.181
H 0.898 1.849 -0.145
H 2.120 4.418 1.353
H 6.776 -0.998 2.079
H 8.499 -1.940 0.693
H 8.295 -1.983 -1.755
H 6.245 -1.060 -2.805
H 4.496 -0.066 -1.442
C -4.269 -0.212 -2.684
C -3.538 -1.160 -3.612
O -2.267 -1.567 -3.090
C -2.122 -2.555 -2.197
C -3.342 -3.171 -1.550
O -1.010 -2.898 -1.889
H -4.497 -0.677 -1.725
H -5.204 0.117 -3.133
H -3.658 0.665 -2.475
H -4.137 -2.035 -3.875
H -3.303 -0.651 -4.545
H -3.472 -2.726 -0.565
H -3.161 -4.237 -1.436
H -4.260 -3.052 -2.118
C -8.929 2.609 -2.780
C -8.249 1.428 -2.118
O -6.858 1.666 -1.889
C -6.383 2.358 -0.832
C -7.343 3.091 0.076
O -5.197 2.410 -0.670
H -8.895 3.499 -2.153
H -9.974 2.377 -2.989
H -8.429 2.852 -3.718
H -8.743 1.127 -1.193
H -8.279 0.568 -2.786
H -7.350 4.143 -0.205
H -6.978 3.002 1.095
H -8.362 2.711 0.057
```

The value obtained for the frontier orbital gap is 6.85 eV. The structure (SMILES) is CP(O)P(C)(CCC(N)=O)(CB(O)O)c1ccccc1.CCOC(C)=O.CCOC(C)=O. For the max |F|, the calculation gives 1.24 eV Å⁻¹.

=====

Entry 3:
Computed, not measured: C20H38Br3F3N2O3PS3 as an isolated structure, with ωB97M-V/def2-TZVPD.

Geometry as XYZ:
```
73
Properties=species:S:1:pos:R:3
C 1.783 4.020 1.422
C 0.493 4.048 0.594
C -0.778 3.603 1.353
C -1.565 2.455 0.710
N -1.323 1.120 1.323
C 0.026 0.885 1.811
C 0.447 -0.589 1.703
C 1.915 -0.703 1.272
C 2.069 -0.465 -0.250
C 2.471 -1.647 -1.162
C 1.628 -1.583 -2.441
O 2.108 -0.476 -3.211
C 1.165 0.367 -3.714
F 1.761 1.187 -4.547
F 0.569 1.078 -2.746
F 0.199 -0.302 -4.352
C 2.265 -3.027 -0.558
O 2.621 -4.045 -1.458
C 3.994 -4.022 -1.761
C 4.532 -2.706 -2.351
P 4.638 -2.750 -4.226
C 4.916 -0.985 -4.668
O 3.076 -3.026 -4.674
N 3.955 -1.518 -1.562
S 5.039 -1.161 -0.157
C -2.347 0.628 2.127
S -2.191 0.169 3.690
S -3.895 0.610 1.271
C -4.832 -0.705 2.089
C -6.333 -0.500 1.810
C -6.803 -1.206 0.531
H 2.257 3.034 1.389
H 1.606 4.274 2.468
H 2.520 4.724 1.029
H 0.634 3.419 -0.292
H 0.342 5.059 0.208
H -0.539 3.373 2.392
H -1.460 4.457 1.381
H -2.632 2.661 0.795
H -1.358 2.393 -0.364
H 0.155 1.210 2.849
H 0.704 1.494 1.207
H -0.192 -1.037 0.933
H 0.270 -1.119 2.638
H 2.346 -1.638 1.631
H 2.475 0.091 1.780
H 2.772 0.357 -0.416
H 1.114 -0.081 -0.611
H 1.657 -2.498 -3.025
H 0.591 -1.414 -2.139
H 2.819 -3.157 0.379
H 1.205 -3.139 -0.323
H 4.179 -4.820 -2.480
H 4.561 -4.262 -0.850
H 5.602 -2.702 -2.124
H 3.996 -0.514 -5.001
H 5.341 -0.391 -3.856
H 5.641 -0.984 -5.482
H 2.854 -2.544 -5.480
H 4.025 -0.656 -2.109
H 4.244 -1.671 0.789
H -4.527 -1.641 1.615
H -4.583 -0.735 3.146
H -6.531 0.571 1.706
H -6.907 -0.828 2.679
H -7.617 -0.646 0.064
H -7.178 -2.209 0.735
H -5.998 -1.260 -0.206
C -7.282 2.721 5.035
Br -8.026 3.909 3.718
Br -5.638 1.937 4.417
Br -7.057 3.592 6.731
H -7.989 1.918 5.177
```

The value obtained for the frontier orbital gap is 6.78 eV. For the max |F|, the calculation gives 0.89 eV Å⁻¹. As for the total charge: +1.